[1]
Computed, not measured: a structure of composition C4H11N2O at a distorted geometry, with ωB97M-V/def2-TZVPD.

Structure (XYZ):
```
18
Properties=species:S:1:pos:R:3:mulliken_charge:R:1
C 0.05 0.14 -1.25 0.349
C 0.86 -0.87 1.21 -1.307
C -0.68 1.05 1.14 -1.729
C -0.35 -0.25 0.71 1.149
N 0.88 1.15 -1.42 -0.282
N -0.10 -0.78 -2.13 -0.334
O -1.32 -1.19 0.86 -0.535
H 1.12 -0.79 2.32 0.320
H 0.76 -1.89 0.86 0.400
H 1.72 -0.48 0.78 0.390
H -1.45 1.67 0.67 0.340
H 0.25 1.56 1.26 0.490
H -1.00 0.86 2.18 0.441
H 0.91 1.95 -0.83 0.218
H 1.28 1.32 -2.33 0.234
H -0.62 -1.55 -1.70 0.253
H -0.04 -0.90 -3.14 0.244
H -2.27 -1.03 0.80 0.361
```

## Properties
Multiplicity: 1
Net charge: +1
Gap between HOMO and LUMO (eV): 11.1
E_HOMO (eV): -14.5
Calculated total energy (Ha): -343.465616
F_max (hartree/bohr): 0.0700


[2]
Computed, not measured: a cluster of 2 separate species, C6H14N2O2 in total at a distorted geometry, with ωB97M-V/def2-TZVPD.

Structure (XYZ):
```
24
Properties=species:S:1:pos:R:3:mulliken_charge:R:1
C -1.63 -1.08 1.79 -1.127
C 2.18 -1.31 0.90 -0.826
C -0.37 -1.54 1.00 0.621
O -0.50 -2.06 -0.05 -0.515
N 0.84 -0.86 1.41 -0.224
H -1.83 -1.70 2.64 0.373
H 1.01 -0.54 2.39 0.290
H 3.00 -0.58 1.08 0.286
H -1.70 -0.05 2.15 0.299
H -2.52 -1.25 1.03 0.271
H 2.41 -2.27 1.40 0.329
H 2.00 -1.50 -0.19 0.273
C -0.14 2.14 0.37 -0.899
C -0.40 0.13 -2.87 -1.142
C -0.45 1.49 -2.03 0.634
O -0.94 2.54 -2.41 -0.636
N -0.05 1.22 -0.74 0.092
H 0.42 0.27 -0.58 0.018
H -1.01 2.84 0.32 0.314
H -0.96 -0.64 -2.49 0.315
H -0.08 1.68 1.38 0.232
H 0.68 2.84 0.34 0.339
H -0.62 0.32 -3.91 0.340
H 0.65 -0.10 -2.93 0.343
```

## Properties
Multiplicity: 1
Gap between HOMO and LUMO (eV): 9.8
E_HOMO (eV): -9.3
Calculated total energy (Ha): -496.992270
SMILES string: CNC(C)=O.CNC(C)=O
F_max (hartree/bohr): 0.0946


[3]
Computed, not measured: a structure of composition C29H42BrCaINSSb2 at a distorted geometry, with ωB97M-V/def2-TZVPD.

Structure (XYZ):
```
78
Properties=species:S:1:pos:R:3:mulliken_charge:R:1
Ca -1.09 -0.12 0.38 0.841
C 1.42 0.17 2.35 -0.643
N 0.12 -0.41 2.45 0.756
C 0.13 -1.80 2.95 -1.100
C -0.67 0.39 3.38 -1.258
C -0.90 1.83 2.81 0.434
C -0.60 2.93 3.62 -0.694
C -0.63 4.22 3.00 -0.597
C -1.10 4.36 1.71 -0.543
C -1.37 3.23 0.94 -0.801
C -1.36 1.94 1.47 0.336
H 1.88 0.42 3.32 0.277
H 1.36 1.12 1.88 0.333
H 2.02 -0.45 1.71 -0.258
H 0.45 -1.89 3.99 0.294
H 0.89 -2.37 2.42 0.155
H -0.85 -2.16 2.75 0.373
H -0.22 0.50 4.42 0.251
H -1.56 -0.18 3.55 0.577
H -0.31 2.87 4.65 0.475
H -0.26 5.04 3.61 0.433
H -1.10 5.37 1.30 0.436
H -1.71 3.39 -0.04 0.470
C 0.81 -4.90 -0.54 -1.347
Sb 0.78 -2.77 -0.85 0.424
C 1.10 -2.73 -3.01 -1.064
C 2.74 -2.43 -0.10 0.380
C 3.82 -2.50 -1.21 -0.174
C 4.39 -3.75 -1.59 -0.535
C 5.34 -3.79 -2.60 -0.680
C 5.78 -2.64 -3.21 -0.688
C 5.28 -1.42 -2.80 -0.879
C 4.33 -1.33 -1.79 1.062
C 3.95 0.02 -1.23 -1.351
Sb 1.96 0.71 -1.56 0.507
C 2.32 2.88 -1.14 -1.192
C 2.02 0.68 -3.71 -1.349
H 1.62 -5.40 -1.05 0.407
H -0.19 -5.17 -0.92 0.398
H 0.86 -5.18 0.53 0.373
H 2.18 -2.80 -3.14 0.269
H 0.70 -1.82 -3.53 0.168
H 0.64 -3.54 -3.47 0.616
H 3.11 -3.16 0.59 0.768
H 2.78 -1.50 0.41 -1.120
H 3.96 -4.60 -1.12 0.426
H 5.83 -4.78 -2.86 0.326
H 6.51 -2.68 -4.01 0.426
H 5.65 -0.57 -3.26 0.521
H 4.66 0.73 -1.72 0.641
H 4.10 -0.02 -0.09 0.472
H 2.52 3.37 -2.10 0.427
H 3.29 2.84 -0.52 0.348
H 1.50 3.37 -0.61 0.257
H 1.00 0.55 -4.10 0.318
H 2.63 -0.13 -4.01 0.423
H 2.53 1.57 -4.03 0.470
Br -6.85 1.08 -0.21 -0.151
C -6.00 1.65 1.38 0.337
C -6.57 2.82 1.92 -0.548
C -5.90 3.45 2.94 -0.623
C -4.72 2.91 3.46 -0.614
C -4.23 1.68 2.98 0.104
C -4.89 1.07 1.94 0.148
I -4.09 -0.73 1.12 0.233
H -7.54 3.23 1.58 0.380
H -6.32 4.38 3.22 0.420
H -4.30 3.29 4.43 0.340
H -3.24 1.35 3.44 0.138
C -3.07 -1.52 -2.72 -0.757
S -2.11 -0.01 -2.44 0.192
C -3.60 1.15 -2.27 -0.669
H -3.88 -1.49 -1.98 0.234
H -2.54 -2.48 -2.62 0.244
H -3.54 -1.43 -3.76 0.316
H -4.03 1.27 -3.27 0.447
H -3.26 2.16 -1.84 0.192
H -4.30 0.67 -1.59 0.039
```

## Properties
Multiplicity: 1
Net charge: +1
Gap between HOMO and LUMO (eV): 7.7
E_HOMO (eV): -10.4
Calculated total energy (Ha): -5612.698866
F_max (hartree/bohr): 0.0474


[4]
Computed, not measured: the molecule C3H3Cl2F at a distorted geometry, with ωB97M-V/def2-TZVPD.

Structure (XYZ):
```
9
Properties=species:S:1:pos:R:3:mulliken_charge:R:1
C -0.61 -0.36 -0.56 -0.063
C -0.09 -0.19 0.92 -0.787
C 0.58 0.50 -0.19 0.573
H -0.24 -1.27 -1.02 0.320
H -0.73 0.36 1.53 0.328
H 0.38 -1.13 1.30 0.232
F -1.82 -0.05 -0.98 -0.255
Cl 0.39 2.28 -0.36 -0.182
Cl 2.15 -0.15 -0.64 -0.167
```

## Properties
Multiplicity: 1
Gap between HOMO and LUMO (eV): 11.1
E_HOMO (eV): -10.4
Calculated total energy (Ha): -1136.305019
SMILES string: F[C@@H]1CC1(Cl)Cl
F_max (hartree/bohr): 0.0688


[5]
Computed, not measured: the ion C4H11ClN2 with charge +2 at a distorted geometry, with ωB97M-V/def2-TZVPD.

Structure (XYZ):
```
18
Properties=species:S:1:pos:R:3:mulliken_charge:R:1
C 0.74 -0.39 0.17 -0.599
C 0.83 1.07 0.49 -0.660
C -0.75 -0.69 0.34 -0.174
C -1.51 0.36 -0.45 -0.378
N 1.81 1.92 -0.19 -0.223
N -1.17 -2.09 -0.09 -0.231
Cl -3.03 0.84 0.04 0.002
H 1.03 -0.57 -0.87 0.412
H 1.37 -1.02 0.81 0.409
H 0.53 1.42 1.46 0.381
H -1.02 -0.60 1.40 0.343
H -1.20 0.58 -1.46 0.400
H 1.38 2.81 -0.51 0.384
H 2.23 1.46 -1.01 0.379
H 2.58 2.19 0.45 0.401
H -0.85 -2.81 0.58 0.383
H -0.79 -2.33 -1.02 0.385
H -2.19 -2.15 -0.15 0.386
```

## Properties
Multiplicity: 1
Net charge: +2
Gap between HOMO and LUMO (spin up / spin down) (eV): 7.7 / 9.3
E_HOMO (spin up / spin down) (eV): -16.5 / -17.7
Calculated total energy (Ha): -727.971704
F_max (hartree/bohr): 0.0231


[6]
Computed, not measured: a structure of composition C3H3NaO4 at a distorted geometry, with ωB97M-V/def2-TZVPD.

Structure (XYZ):
```
11
Properties=species:S:1:pos:R:3:mulliken_charge:R:1
C -0.98 0.15 0.29 -0.018
C -2.08 0.65 -0.63 0.128
O -2.66 1.69 -0.43 -0.411
O -0.94 -1.08 0.57 -0.530
H -0.80 0.86 1.13 0.356
H 0.99 0.56 -0.10 -0.110
H -2.46 -0.11 -1.35 0.306
Na 0.90 -2.79 0.90 0.971
O 2.44 -1.05 0.18 -0.569
O 3.22 0.97 -0.40 -0.528
C 2.38 0.14 -0.15 0.405
```

## Properties
Multiplicity: 1
Gap between HOMO and LUMO (eV): 7.2
E_HOMO (eV): -8.5
Calculated total energy (Ha): -579.323493
F_max (hartree/bohr): 0.0669